# 1
Molecular formula: C20H21N3O2S
Method: DFT, ωB97M-V with the def2-TZVPD basis set

Last column: Löwdin charge in e.
Geometry (Å):
C 4.011 -3.284 5.492  0.102
C 3.457 -2.034 5.053  -0.037
C 4.210 -1.046 4.144  -0.139
N 3.383 -0.510 3.227  -0.064
C 3.206 -0.984 2.124  -0.258
C 2.268 -0.471 1.451  -0.092
C 1.865 0.602 2.330  -0.017
C 2.744 0.650 3.249  -0.369
C 2.758 1.554 4.438  -0.027
H 1.901 2.355 4.267  0.124
H 2.488 0.848 5.298  0.094
H 3.812 1.951 4.568  0.090
H 1.241 1.643 1.911  0.197
C 1.795 -0.898 -0.026  -0.525
O 2.188 -1.696 -0.648  0.165
C 0.750 0.076 -0.429  -0.216
H -0.227 0.317 0.175  0.133
H 1.171 1.122 -0.591  0.103
S 0.304 -0.492 -2.340  1.043
C -0.820 0.663 -2.531  -0.772
N -1.001 1.891 -1.852  0.026
N -1.945 2.347 -2.491  -0.016
C -2.167 1.796 -3.720  -0.255
O -1.492 0.595 -3.665  0.047
C -2.922 2.329 -4.954  0.108
C -4.468 1.520 -4.605  -0.299
C -4.907 0.622 -5.280  -0.187
C -5.936 -0.274 -5.286  0.057
C -6.799 0.037 -3.927  -0.002
C -6.458 1.098 -3.154  -0.043
C -5.138 1.779 -3.517  -0.023
H -4.799 2.695 -2.757  0.167
H -6.995 1.324 -2.357  0.042
H -7.714 -0.339 -3.773  0.040
H -6.308 -0.951 -5.757  -0.020
H -4.182 0.096 -6.387  0.205
H -3.229 3.467 -4.803  0.178
H -2.843 1.788 -5.631  -0.061
C 3.910 -2.537 1.743  0.066
H 3.601 -3.019 0.827  0.041
H 3.509 -3.296 2.567  0.099
H 4.959 -2.601 1.822  0.029
H 4.573 -0.200 5.056  0.203
H 5.145 -1.392 4.026  0.080
H 2.706 -1.817 5.469  -0.026
H 3.434 -3.862 6.030  -0.005
H 4.962 -3.458 5.217  0.016

Calculated values
Spin multiplicity: 1
Frontier orbital gap: 8.204 eV
Molar mass: 367.47 Da
Electronic energy: -40461.68898 eV
Largest force on an atom: 19.81 eV/Å
HOMO energy: -7.601 eV
ΔE to the lowest compared entry with this formula, charge and spin: 22.009 eV

---

# 2
Molecular formula: C9H15N2S
Method: DFT, ωB97M-V with the def2-TZVPD basis set

Last column: Löwdin charge in e.
Geometry (Å):
C -0.103 1.018 2.311  -0.425
C 1.198 -1.017 2.477  -0.390
C 0.749 0.852 1.265  -0.385
C 1.495 -0.362 1.314  -0.159
C 0.901 1.698 0.096  -0.154
C 0.976 1.069 -1.268  -0.189
C -0.209 0.304 -1.713  -0.115
C -0.388 -0.824 -0.840  -0.194
C -1.624 -0.987 0.095  -0.150
N 0.379 -1.867 -0.919  0.278
N -2.375 0.254 0.345  0.031
S 0.005 -0.220 3.392  1.059
H -0.941 1.750 2.214  0.113
H 1.515 -2.015 2.789  0.083
H -0.038 2.338 0.004  0.145
H 1.587 2.508 0.306  0.137
H 1.219 1.886 -1.942  0.136
H 1.841 0.424 -1.410  0.117
H -1.095 0.917 -1.513  0.118
H -0.097 0.011 -2.790  0.179
H -1.480 -1.540 0.977  0.100
H -2.298 -1.666 -0.516  0.158
H 1.106 -1.801 -1.575  0.139
H 0.405 -2.490 -0.194  0.117
H -2.396 0.390 1.367  0.076
H -1.909 0.998 -0.208  0.056
H 2.321 -0.684 0.713  0.118

Calculated values
Spin multiplicity: 1
Frontier orbital gap: 7.974 eV
Molar mass: 183.30 Da
Net charge: +1
Electronic energy: -23383.74656 eV
Largest force on an atom: 3.82 eV/Å
HOMO energy: -12.411 eV
ΔE to the lowest compared entry with this formula, charge and spin: 0.899 eV

---

# 3
Molecular formula: C4H6N2
Method: DFT, ωB97M-V with the def2-TZVPD basis set

Last column: Löwdin charge in e.
Geometry (Å):
C 1.258 0.776 -0.417  -0.053
C 0.144 -0.203 -0.114  -0.479
C -0.958 0.285 0.770  -0.203
N -1.891 -0.484 1.162  0.102
N 0.537 -1.652 0.116  0.194
C -0.035 -1.371 -0.960  -0.075
H 1.844 0.445 -1.280  0.077
H 0.817 1.742 -0.676  0.073
H 1.946 0.927 0.426  0.084
H -0.862 1.336 1.082  0.112
H -2.509 0.001 1.814  0.046
H -0.292 -1.802 -1.925  0.120

Calculated values
Spin multiplicity: 1
Frontier orbital gap: 10.760 eV
Molar mass: 82.11 Da
Electronic energy: -7222.94210 eV
Largest force on an atom: 0.67 eV/Å
HOMO energy: -9.739 eV
ΔE to the lowest compared entry with this formula, charge and spin: 2.649 eV

---

# 4
Molecular formula: C6H14ClFNO6P2
Method: DFT, ωB97M-V with the def2-TZVPD basis set

Last column: Löwdin charge in e.
Geometry (Å):
O 1.669 -4.024 -0.288  -0.370
P 2.125 -2.659 -0.002  0.769
C 0.778 -1.450 -0.490  -0.410
O 0.463 -0.495 0.440  -0.068
C -0.624 0.296 -0.117  -0.391
C -1.967 -0.443 0.029  -0.079
C -2.278 -0.951 1.457  -0.125
F -1.381 -0.461 2.415  -0.054
C -0.709 1.648 0.568  -0.122
P 0.735 2.634 1.044  0.427
O 0.411 4.043 1.128  -0.218
O 1.318 1.969 2.372  -0.096
O 1.831 2.219 -0.059  -0.182
C -0.193 0.424 -1.625  -0.265
O -1.106 -0.009 -2.578  0.050
N 0.928 -0.615 -1.768  -0.321
Cl 2.492 0.104 -1.977  0.871
H 2.320 -2.229 1.320  0.043
H 3.251 -2.167 -0.679  -0.002
H -0.064 -2.114 -0.736  0.146
H -2.030 -1.285 -0.659  0.119
H -2.751 0.255 -0.282  0.135
H -3.276 -0.646 1.770  0.130
H -2.213 -2.039 1.499  0.128
H -1.300 2.321 -0.066  0.129
H -1.276 1.538 1.494  0.114
H 0.991 1.090 2.606  0.087
H 2.738 2.242 0.279  0.094
H 0.250 1.394 -1.858  0.149
H -1.892 0.558 -2.611  0.146
H 0.757 -1.148 -2.628  0.165

Calculated values
Spin multiplicity: 1
Frontier orbital gap: 9.383 eV
Molar mass: 312.58 Da
Net charge: +1
Electronic energy: -54035.20084 eV
Largest force on an atom: 0.78 eV/Å
HOMO energy: -14.071 eV

---

# 5
Molecular formula: C3H4N2O
Method: DFT, ωB97M-V with the def2-TZVPD basis set

Last column: Löwdin charge in e.
Geometry (Å):
N 1.712 -0.035 -0.152  0.087
C 0.779 0.709 -0.672  -0.074
C -0.300 1.110 0.213  -0.210
N -1.376 0.450 0.434  0.078
C -1.524 -0.849 -0.048  -0.370
O -0.941 -1.822 0.379  0.027
H 2.457 -0.398 -0.735  0.104
H 1.731 -0.368 0.812  0.123
H -0.239 2.130 0.608  0.108
H -2.299 -0.927 -0.838  0.127

Calculated values
Spin multiplicity: 1
Frontier orbital gap: 9.526 eV
Molar mass: 84.08 Da
Electronic energy: -8200.92294 eV
Largest force on an atom: 0.51 eV/Å
HOMO energy: -8.952 eV
ΔE to the lowest compared entry with this formula, charge and spin: 2.962 eV

---

# 6
Molecular formula: C16H24AsCaF9N2O17
Method: DFT, ωB97M-V with the def2-TZVPD basis set

Last column: Löwdin charge in e.
Geometry (Å):
Ca -0.257 -0.342 1.691  1.731
As -2.582 3.523 5.024  0.872
F -2.729 4.524 6.546  -0.326
F -2.154 4.951 4.037  -0.317
F -2.272 2.626 3.463  -0.354
F -2.937 2.034 6.001  -0.301
F -4.223 3.695 4.606  -0.253
F -0.853 3.255 5.460  -0.307
C -3.829 -3.379 1.950  -0.455
O -3.122 -3.312 0.763  -0.116
O -3.148 -2.452 2.782  -0.251
C -5.436 -3.343 1.649  -0.637
F -6.063 -2.772 2.691  0.122
F -5.713 -2.737 0.515  0.146
F -5.972 -4.513 1.583  0.150
C -2.845 -4.520 0.106  -0.256
C -4.018 -4.953 -0.825  -0.088
H -4.991 -5.259 -0.438  0.058
H -4.163 -4.150 -1.547  0.063
H -3.617 -5.703 -1.506  0.056
H -2.522 -5.441 0.591  0.119
H -1.980 -4.348 -0.535  0.108
H -3.850 -4.378 2.385  0.132
N 2.076 -4.792 2.493  -0.742
O 1.734 -5.909 2.147  -0.092
O 1.497 -3.775 2.077  -0.127
O 2.898 -4.785 3.312  -0.002
N 2.047 -0.835 5.881  -0.670
O 1.081 -0.804 6.588  -0.031
O 3.113 -1.460 6.116  -0.078
O 1.877 -0.200 4.811  -0.164
C 6.890 2.503 0.511  -0.008
C 5.850 3.498 1.094  -0.382
C 5.578 4.615 0.219  -0.083
O 4.139 4.430 0.236  0.088
C 3.750 3.325 0.911  -0.583
O 2.609 2.852 0.874  0.114
O 4.766 2.719 1.294  0.169
H 7.092 1.717 1.239  0.086
H 7.886 2.934 0.614  0.077
H 6.822 1.964 -0.434  0.094
H 6.174 3.949 2.032  0.164
H 6.052 4.447 -0.748  0.134
H 6.067 5.428 0.757  0.140
C 2.803 -4.647 -5.798  -0.030
C 3.462 -4.031 -4.548  -0.289
C 4.177 -2.769 -4.936  -0.081
O 3.791 -1.867 -3.897  0.118
C 2.854 -2.283 -3.167  -0.627
O 2.296 -1.669 -2.255  0.116
O 2.561 -3.514 -3.542  0.114
H 2.140 -4.096 -6.465  0.085
H 2.167 -5.432 -5.391  0.087
H 3.641 -4.962 -6.421  0.087
H 4.164 -4.753 -4.130  0.156
H 3.958 -2.608 -5.992  0.129
H 5.248 -2.908 -4.789  0.137
C -5.631 5.129 -2.578  0.003
C -4.092 4.883 -2.721  -0.277
C -3.301 5.330 -1.505  -0.097
O -2.558 4.155 -1.288  0.091
C -3.115 3.100 -1.881  -0.654
O -3.080 2.004 -1.412  0.162
O -3.978 3.468 -2.714  0.118
H -5.763 5.238 -1.501  0.081
H -6.184 4.288 -2.994  0.087
H -5.944 6.021 -3.122  0.075
H -3.643 5.235 -3.650  0.150
H -3.963 5.610 -0.686  0.129
H -2.735 6.253 -1.631  0.136

Calculated values
Spin multiplicity: 1
Frontier orbital gap: 3.953 eV
Molar mass: 802.35 Da
Net charge: -2
Electronic energy: -158493.80375 eV
Largest force on an atom: 7.31 eV/Å
HOMO energy: -2.358 eV
ΔE to the lowest compared entry with this formula, charge and spin: 7.068 eV

---

# 7
Molecular formula: C17H30FNO6S2
Method: DFT, ωB97M-V with the def2-TZVPD basis set

Last column: Löwdin charge in e.
Geometry (Å):
C 41.980 21.957 49.486  0.000
C 40.989 22.169 50.591  -0.350
O 41.048 22.995 51.549  0.084
N 39.849 21.272 50.380  0.019
H 39.489 21.400 49.371  0.062
H 40.107 20.277 50.676  0.115
C 38.591 21.542 51.129  -0.011
H 41.652 22.358 48.496  0.073
H 42.162 20.872 49.387  0.073
H 43.030 22.506 49.431  0.140
H 38.376 22.611 51.014  0.089
H 38.706 21.468 52.150  0.070
H 37.733 21.020 50.713  0.104
O 38.943 21.111 47.917  -0.406
H 38.716 21.441 47.052  -0.121
F 32.967 23.623 50.961  0.080
C 34.191 23.969 50.613  -0.274
C 35.151 23.000 50.182  0.040
C 36.395 23.416 49.569  -0.126
C 36.632 24.695 49.437  -0.073
C 35.797 25.775 50.010  -0.025
C 34.604 25.328 50.500  -0.030
H 35.042 21.933 50.101  0.103
H 37.026 22.743 49.229  0.027
H 37.448 25.053 48.801  0.109
H 35.848 26.623 49.753  -0.015
H 33.911 26.247 50.768  0.152
C 41.139 17.985 47.555  -0.275
C 42.285 17.175 48.107  -0.273
C 42.126 17.065 49.532  -0.268
S 40.454 17.399 49.837  0.662
O 40.299 18.699 50.425  -0.311
O 39.763 16.233 50.308  -0.296
C 39.859 17.579 48.252  -0.275
H 40.879 17.979 46.394  0.159
H 41.419 19.169 47.755  0.157
H 43.179 17.715 47.860  0.111
H 42.012 16.069 47.494  0.205
H 42.695 17.899 50.002  0.133
H 42.375 16.030 49.810  0.128
H 38.972 18.323 48.214  0.145
H 39.445 16.725 47.781  0.095
C 41.319 24.321 43.136  -0.171
C 40.232 23.264 43.541  -0.231
C 40.317 23.224 44.930  -0.305
S 41.998 23.250 45.470  0.680
O 42.564 21.912 45.490  -0.319
O 42.094 24.001 46.697  -0.320
C 42.555 24.169 44.059  -0.190
H 40.770 25.153 43.339  0.068
H 41.567 24.486 42.020  0.150
H 40.448 22.274 43.070  0.142
H 39.280 23.638 43.233  0.117
H 39.906 22.361 45.535  0.124
H 39.859 23.956 45.517  0.101
H 43.309 23.560 43.492  0.134
H 42.804 25.059 44.217  0.016

Calculated values
Spin multiplicity: 1
Frontier orbital gap: 8.566 eV
Molar mass: 427.56 Da
Electronic energy: -56269.93229 eV
Largest force on an atom: 15.39 eV/Å
HOMO energy: -8.074 eV
ΔE to the lowest compared entry with this formula, charge and spin: 0.924 eV

---

# 8
Molecular formula: C29H31N6O4W
Method: DFT, ωB97M-V with the def2-TZVPD basis set

Last column: Löwdin charge in e.
Geometry (Å):
W -0.255 0.653 -0.145  1.806
O 5.104 1.942 -0.783  0.035
C 4.799 1.574 -2.039  -0.278
C 5.817 1.540 -2.990  -0.031
C 5.551 1.152 -4.291  -0.109
C 4.262 0.791 -4.668  -0.112
C 3.245 0.832 -3.732  -0.037
C 3.489 1.227 -2.417  -0.086
C 2.363 1.290 -1.467  -0.462
O 1.166 1.139 -1.892  -0.146
N 2.638 1.538 -0.204  0.042
N 1.461 1.627 0.499  -0.198
C 1.405 2.461 1.557  -0.129
C 0.133 2.843 1.947  -0.299
C -0.147 3.701 3.046  -0.058
C -1.435 4.017 3.352  -0.116
C -2.482 3.483 2.560  -0.108
C -2.159 2.676 1.502  -0.161
N -0.900 2.354 1.154  -0.065
H 4.262 1.875 -0.247  0.058
H 6.818 1.821 -2.688  0.108
H 6.353 1.135 -5.019  0.092
H 4.058 0.478 -5.685  0.089
H 2.228 0.565 -3.988  0.109
H 2.309 2.889 1.969  0.106
H 0.685 4.083 3.625  0.102
H -1.659 4.669 4.187  0.089
H -3.519 3.685 2.791  0.081
H -2.937 2.264 0.869  0.100
C -2.333 2.175 -3.587  -0.012
C -2.267 1.411 -2.296  -0.432
O -1.277 1.679 -1.524  -0.207
C -3.208 0.470 -1.972  -0.035
C -3.182 -0.282 -0.776  -0.315
C -4.243 -1.309 -0.525  -0.038
N -2.245 -0.108 0.133  -0.115
N -2.432 -0.849 1.274  0.069
C -1.412 -0.813 2.080  -0.449
O -0.345 -0.115 1.841  -0.165
C -1.500 -1.638 3.294  -0.137
C -2.526 -2.574 3.463  -0.032
C -2.573 -3.369 4.592  -0.097
C -1.600 -3.249 5.579  -0.106
C -0.583 -2.319 5.421  -0.093
C -0.530 -1.523 4.289  -0.018
H -1.546 2.926 -3.610  0.085
H -3.300 2.664 -3.704  0.079
H -2.192 1.494 -4.427  0.084
H -4.017 0.292 -2.668  0.101
H -4.894 -1.402 -1.394  0.069
H -4.835 -1.047 0.352  0.081
H -3.775 -2.270 -0.310  0.076
H -3.275 -2.658 2.689  0.102
H -3.368 -4.096 4.709  0.095
H -1.632 -3.882 6.457  0.092
H 0.172 -2.219 6.191  0.097
H 0.262 -0.797 4.150  0.117
C 0.304 -3.323 -0.020  -0.053
C 0.728 -2.264 -1.056  -0.704
C 2.261 -2.276 -1.188  -0.041
C 0.096 -2.581 -2.421  -0.049
N 0.293 -0.978 -0.656  -0.140
H 0.545 -4.330 -0.374  0.073
H -0.770 -3.254 0.165  0.069
H 0.820 -3.141 0.924  0.078
H 2.613 -3.259 -1.514  0.077
H 2.713 -2.032 -0.226  0.084
H 2.576 -1.525 -1.913  0.066
H 0.404 -3.568 -2.774  0.075
H 0.410 -1.820 -3.137  0.076
H -0.992 -2.544 -2.333  0.072

Calculated values
Spin multiplicity: 1
Frontier orbital gap (alpha / beta): 5.379 / 5.387 eV
Molar mass: 711.45 Da
Net charge: -1
Electronic energy: -49536.21759 eV
Largest force on an atom: 2.59 eV/Å
HOMO energy (alpha / beta): -2.663 / -2.673 eV
ΔE to the lowest compared entry with this formula, charge and spin: 0.050 eV